(one)
18
Properties=species:S:1:pos:R:3 method="wB97M-V/def2-TZVPD" e_lumo_ha=0.04028 smiles="C=CC=C.C=NC" spin_multiplicity=1 gap_ev=9.9 e_homo_ev=-8.81 molar_mass_g_mol=97.2
C -0.4706 -0.7899 2.4065
C -0.2606 0.5250 2.3162
C -0.6880 1.3797 1.2184
C -0.4011 2.6861 1.2096
H -1.0214 -1.2504 1.5920
H -0.0868 -1.4101 3.1996
H 0.4612 1.0054 2.9744
H -1.3100 1.0019 0.4153
H -0.7800 3.2874 0.3932
H 0.1950 3.1608 1.9766
C -0.6153 -0.6858 -2.4626
N -0.0216 -1.5349 -1.7439
C 1.4170 -1.6555 -1.9531
H -1.6946 -0.5885 -2.4047
H -0.0718 -0.0369 -3.1577
H 1.9234 -1.4559 -1.0087
H 1.7858 -0.9603 -2.7155
H 1.6392 -2.6779 -2.2555

(two)
18
Properties=species:S:1:pos:R:3 method="wB97M-V/def2-TZVPD" e_lumo_ha=0.03770 smiles="CC[C@H](C)C1=NC1" spin_multiplicity=1 gap_ev=10.8 e_homo_ev=-9.75 molar_mass_g_mol=97.2
C 2.0382 0.3282 0.0699
C 1.0629 -0.7313 -0.4390
C -0.4060 -0.2678 -0.5519
C -0.5682 1.0438 -1.3248
C -1.0413 -0.1734 0.7937
N -1.1506 0.5706 1.7995
C -1.9233 -0.7414 1.7920
H 2.1443 1.1516 -0.6454
H 3.0313 -0.1121 0.2099
H 1.7102 0.7475 1.0282
H 1.1007 -1.6128 0.2138
H 1.3764 -1.0713 -1.4339
H -0.9526 -1.0572 -1.0817
H -1.6258 1.3000 -1.4407
H -0.0776 1.8767 -0.8129
H -0.1285 0.9444 -2.3231
H -1.5846 -1.5234 2.4708
H -3.0054 -0.6720 1.6756

(three)
18
Properties=species:S:1:pos:R:3 method="wB97M-V/def2-TZVPD" e_lumo_ha=0.04414 smiles="C=CCN/C=C/C" spin_multiplicity=1 gap_ev=8.5 e_homo_ev=-7.27 molar_mass_g_mol=97.2
C -2.2051 -1.0827 0.8139
C -2.6028 0.1535 0.5703
C -1.5168 1.2040 0.3198
N -0.3567 0.8031 -0.4694
C 0.8287 0.4046 0.1325
C 1.6270 -0.4997 -0.4655
C 3.1079 -0.3287 -0.6850
H -1.1954 -1.4412 1.0224
H -2.9421 -1.8684 0.8921
H -3.6168 0.3045 0.2038
H -1.8603 2.2033 0.0165
H -1.1873 1.4052 1.3478
H -0.6334 0.2967 -1.3004
H 0.8643 0.6532 1.1940
H 1.2203 -1.2927 -1.1268
H 3.7572 -1.1039 -0.2271
H 3.2989 -0.4939 -1.7447
H 3.4122 0.6830 -0.4941

Stability, descending: (two), (one), (three)

(one)
18
Properties=species:S:1:pos:R:3 method="wB97M-V/def2-TZVPD" e_lumo_ha=0.03528 smiles="C=CC(=C)CCN" spin_multiplicity=1 gap_ev=9.5 e_homo_ev=-8.49 molar_mass_g_mol=97.2
C 1.8537 2.1679 0.8026
C 1.7406 0.8336 0.4740
C 0.5504 0.3036 -0.5255
C 0.8492 0.1168 -1.8549
C -0.7319 0.1722 0.1361
C -1.6416 -1.0560 -0.0524
N -1.2289 -2.0181 1.0223
H 2.5711 2.4160 1.5739
H 1.4307 2.9893 0.2698
H 1.7166 0.0424 1.2036
H 0.3971 -0.4661 -2.5831
H 1.5599 0.9665 -2.2726
H -1.4485 0.9442 -0.2182
H -0.6036 0.4175 1.2323
H -1.4140 -1.5234 -1.0743
H -2.7701 -1.0749 -0.0315
H -2.0329 -2.4127 1.3713
H -0.7980 -2.8189 0.5266

(two)
18
Properties=species:S:1:pos:R:3 method="wB97M-V/def2-TZVPD" e_lumo_ha=0.03541 spin_multiplicity=1 gap_ev=10.3 e_homo_ev=-9.31 molar_mass_g_mol=97.2
H -2.9279 1.2516 0.7842
N -2.2163 0.6036 1.1186
C -1.4390 0.1575 0.2372
C -1.4689 0.4892 -1.2297
C -0.3526 -0.7932 0.6641
C 1.0132 -0.1829 0.4413
C 1.3630 0.9413 1.0447
C 1.9188 -0.9222 -0.4945
H -0.5179 0.9301 -1.5235
H -1.6164 -0.4182 -1.8136
H -2.2701 1.1897 -1.4587
H -0.4965 -1.0124 1.7230
H -0.4426 -1.7205 0.0956
H 2.3298 1.3919 0.8968
H 0.6900 1.4499 1.7136
H 2.8704 -0.4085 -0.6059
H 2.1064 -1.9271 -0.1162
H 1.4565 -1.0199 -1.4769

(three)
18
Properties=species:S:1:pos:R:3 method="wB97M-V/def2-TZVPD" e_lumo_ha=0.03866 spin_multiplicity=1 gap_ev=9.8 e_homo_ev=-8.73 molar_mass_g_mol=97.2
C -1.6968 0.5684 -0.1939
C -1.5002 -0.9110 0.0802
C -0.0229 -1.2025 -0.2447
C 0.8087 -0.0969 0.4191
C 2.2357 0.0717 -0.0931
C 0.0514 1.1840 0.2421
N 0.2592 2.4255 0.3171
H -2.5499 1.0029 0.3700
H -0.8569 2.1634 0.1490
H -1.8687 0.7675 -1.2667
H -1.6996 -1.1336 1.1389
H -2.1672 -1.5526 -0.5107
H 0.2943 -2.1947 0.1002
H 0.1246 -1.1691 -1.3348
H 0.8155 -0.2856 1.5048
H 2.8470 -0.8019 0.1561
H 2.2322 0.1997 -1.1832
H 2.6935 0.9648 0.3497

(four)
18
Properties=species:S:1:pos:R:3 method="wB97M-V/def2-TZVPD" e_lumo_ha=0.03136 smiles=CC(C)[C@H](C)C#N spin_multiplicity=1 gap_ev=12.1 e_homo_ev=-11.29 molar_mass_g_mol=97.2
C 0.4779 -1.1523 1.4884
C -0.3757 -0.2163 0.6206
C -1.2110 -1.0511 -0.3559
C 0.4428 0.9365 -0.0364
C -0.2018 1.5325 -1.2916
C 1.8396 0.5627 -0.3464
N 2.9466 0.2964 -0.5625
H 1.1160 -0.5879 2.1760
H 1.1137 -1.7983 0.8718
H -0.1601 -1.8073 2.0916
H -1.0970 0.2642 1.2972
H -2.0497 -0.4639 -0.7460
H -1.6431 -1.9251 0.1445
H -0.6131 -1.4082 -1.1996
H 0.4950 1.7437 0.7081
H -0.2835 0.7937 -2.0973
H 0.4041 2.3570 -1.6863
H -1.2007 1.9238 -1.0765

Stability, descending: (four), (two), (three), (one)

(one)
18
Properties=species:S:1:pos:R:3 method="wB97M-V/def2-TZVPD" e_lumo_ha=0.03490 smiles="C=CC(N)=C(C)C" spin_multiplicity=1 gap_ev=8.5 e_homo_ev=-7.58 molar_mass_g_mol=97.2
C -1.7454 0.0526 0.7556
C -1.5427 -1.0069 -0.1846
C -0.1873 -0.9740 -0.3988
N 0.6682 -1.9814 -0.7879
C 0.2192 0.3490 0.0546
C 1.4807 0.4724 0.8811
C -0.0172 1.5533 -0.8376
H -1.3561 -0.0369 1.7619
H -2.6121 0.7131 0.6832
H -2.2987 -1.6163 -0.6692
H 0.4848 -2.9204 -0.4691
H 1.6492 -1.7646 -0.8634
H 2.3706 0.6025 0.2489
H 1.6434 -0.4014 1.5156
H 1.4282 1.3589 1.5191
H 0.8398 1.6918 -1.5128
H -0.9146 1.4356 -1.4436
H -0.1101 2.4726 -0.2530

(two)
18
Properties=species:S:1:pos:R:3 method="wB97M-V/def2-TZVPD" e_lumo_ha=0.03391 smiles=CCC[C@@H](C)C#N spin_multiplicity=1 gap_ev=12.3 e_homo_ev=-11.36 molar_mass_g_mol=97.2
C -2.4591 -0.2058 -1.0071
C -1.4114 0.0715 0.0675
C 0.0196 -0.1387 -0.4277
C 1.0663 -0.0951 0.6987
C 2.5001 -0.2665 0.1827
C 0.9475 1.1576 1.4653
N 0.8469 2.1463 2.0582
H -3.4698 -0.0407 -0.6200
H -2.3228 0.4473 -1.8767
H -2.4007 -1.2436 -1.3561
H -1.5165 1.0999 0.4353
H -1.5932 -0.5827 0.9312
H 0.1078 -1.1181 -0.9175
H 0.2716 0.6159 -1.1852
H 0.8419 -0.9086 1.4018
H 2.5832 -1.2071 -0.3710
H 2.7716 0.5550 -0.4879
H 3.2171 -0.2866 1.0086

(three)
18
Properties=species:S:1:pos:R:3 method="wB97M-V/def2-TZVPD" e_lumo_ha=0.03005 smiles=CCC(C)(C)C#N spin_multiplicity=1 gap_ev=12.1 e_homo_ev=-11.31 molar_mass_g_mol=97.2
C 2.0834 0.2890 -0.0321
C 0.9035 -0.6889 -0.0859
C -0.4805 -0.0120 0.1597
C -1.6318 -1.0327 0.4238
C -0.7774 0.8872 -1.0644
C -0.4465 0.7891 1.3950
N -0.5247 1.3232 2.4183
H 2.0577 1.0213 -0.8472
H 3.0366 -0.2439 -0.1074
H 2.0852 0.8406 0.9140
H 1.0630 -1.4935 0.6408
H 0.8781 -1.1647 -1.0781
H -1.4857 -1.6478 1.3252
H -2.6132 -0.5484 0.5521
H -1.6284 -1.6546 -0.4668
H -1.8043 1.2613 -1.0683
H -0.1016 1.7485 -1.0839
H -0.6135 0.3264 -1.9948

(four)
18
Properties=species:S:1:pos:R:3 method="wB97M-V/def2-TZVPD" e_lumo_ha=0.03832 smiles="C/C=C/C(C)=C/N" spin_multiplicity=1 gap_ev=8.1 e_homo_ev=-7.08 molar_mass_g_mol=97.2
C -2.2181 -2.0974 -0.9048
C -0.9085 -1.5156 -0.4282
C -0.6926 -0.1497 -0.4325
C 0.3980 0.6487 0.0768
C 0.1842 2.1616 0.1368
C 1.5031 0.0028 0.6171
N 2.4672 0.7824 1.2773
H -3.0516 -1.3641 -0.9448
H -2.4807 -2.8049 -0.0989
H -1.9775 -2.7899 -1.7286
H -0.1760 -2.1068 0.1257
H -1.2408 0.4786 -1.1667
H -0.7974 2.5591 -0.1697
H 0.9343 2.5384 -0.6181
H 0.3973 2.5190 1.1770
H 1.5984 -1.0786 0.8243
H 3.4212 0.4800 1.3864
H 2.6393 1.7366 0.8711

Stability, descending: (two), (three), (four), (one)

(one)
18
Properties=species:S:1:pos:R:3 method="wB97M-V/def2-TZVPD" e_lumo_ha=0.03517 smiles=CCC[C@@H](C)C#N spin_multiplicity=1 gap_ev=12.2 e_homo_ev=-11.20 molar_mass_g_mol=97.2
C 0.9790 2.3693 0.6933
C 0.6976 0.8650 0.7518
C 0.2785 0.1867 -0.5732
C -0.8960 -0.8507 -0.4615
C -0.5810 -2.2168 -1.0927
C -1.3073 -1.0501 0.9365
N -1.5951 -1.1640 2.0513
H 0.8548 2.7956 1.6951
H 1.9926 2.6109 0.3593
H 0.2718 2.8856 0.0338
H 1.5695 0.3449 1.1666
H -0.0949 0.7227 1.4872
H -0.0243 0.9506 -1.2992
H 1.1357 -0.3306 -1.0207
H -1.7770 -0.4404 -0.9718
H -0.3768 -2.1020 -2.1615
H 0.2953 -2.6678 -0.6166
H -1.4223 -2.9086 -0.9777

(two)
18
Properties=species:S:1:pos:R:3 method="wB97M-V/def2-TZVPD" e_lumo_ha=0.02731 smiles="C=C/C(N)=C/CC" spin_multiplicity=1 gap_ev=8.7 e_homo_ev=-7.96 molar_mass_g_mol=97.2
C -3.1173 0.7328 -0.6342
C -1.7867 0.5994 -0.8393
C -0.7436 -0.0066 -0.0239
N -1.1348 -1.1913 0.6202
C 0.4806 0.5276 0.1111
C 1.6262 -0.2905 0.7310
C 2.9042 -0.1323 -0.0855
H -3.5176 1.5185 -1.2715
H -3.9876 0.1302 -0.3564
H -1.4855 0.8952 -1.8496
H -0.7210 -1.3172 1.5315
H -2.1304 -1.3126 0.7095
H 0.8216 1.4555 -0.3033
H 1.3519 -1.3442 0.8422
H 1.7720 0.0177 1.7654
H 3.5452 -1.0166 -0.1907
H 3.4929 0.6666 0.3687
H 2.6301 0.0680 -1.1253

Stability, descending: (one), (two)

(one)
18
Properties=species:S:1:pos:R:3 method="wB97M-V/def2-TZVPD" e_lumo_ha=0.03684 smiles="C=CN=C.C=CC" spin_multiplicity=1 gap_ev=10.2 e_homo_ev=-9.24 molar_mass_g_mol=97.2
C 1.3096 1.2171 1.0398
C 2.0837 1.6002 0.0383
N 2.2826 2.9384 -0.3457
C 1.3295 3.5791 -0.8598
H 0.6857 1.9208 1.5772
H 1.2029 0.1729 1.2873
H 2.7629 0.9287 -0.4785
H 1.4795 4.6172 -1.1401
H 0.3497 3.1294 -1.0358
C -1.9833 -3.5140 -0.2026
C -1.3182 -2.5429 0.4044
C -1.2398 -1.1221 -0.0856
H -1.9618 -4.5096 0.2222
H -2.5605 -3.3228 -1.0992
H -0.7511 -2.7736 1.3012
H -0.2956 -0.9697 -0.6108
H -2.0626 -0.9101 -0.7670
H -1.3132 -0.4392 0.7547

(two)
18
Properties=species:S:1:pos:R:3 method="wB97M-V/def2-TZVPD" e_lumo_ha="0.00699 / 0.00697" spin_multiplicity=1 gap_ev="8.7 / 8.7" e_homo_ev="-8.50 / -8.50" molar_mass_g_mol=97.2
C 2.1543 0.3300 -0.0802
C 0.9848 -0.6726 -0.1731
C -0.3768 0.0226 0.0732
C -2.0482 -1.3335 0.5810
C -0.7503 0.9251 -1.1058
C -0.4660 0.6636 1.3444
N -0.5365 1.1592 2.3907
H 2.1348 1.0802 -0.8795
H 3.1113 -0.1962 -0.1541
H 2.1440 0.8621 0.8770
H 1.1466 -1.4671 0.5624
H 1.0050 -1.1425 -1.1707
H -1.7686 -1.8181 1.5187
H -2.8975 -0.6591 0.7107
H -1.3731 -1.2828 -0.2734
H -1.7794 1.2853 -1.0633
H -0.0937 1.8053 -1.0804
H -0.5909 0.4385 -2.0777

(three)
18
Properties=species:S:1:pos:R:3 method="wB97M-V/def2-TZVPD" e_lumo_ha=0.03488 smiles=CCC(C#N)CC spin_multiplicity=1 gap_ev=12.3 e_homo_ev=-11.30 molar_mass_g_mol=97.2
C -2.5576 0.1764 0.1890
C -1.2827 -0.5731 -0.2497
C 0.0050 0.1001 0.2492
C 0.0503 1.5261 -0.1476
N 0.1049 2.6338 -0.4754
C 1.2327 -0.6403 -0.2973
C 2.5553 -0.1189 0.2474
H -3.4695 -0.4363 0.1796
H -2.5864 0.8932 -0.5993
H -2.5414 0.7267 1.1447
H -1.2810 -1.6321 0.0108
H -1.2575 -0.5023 -1.3373
H 0.0296 0.0862 1.3465
H 1.0980 -1.6955 -0.0336
H 1.2171 -0.5834 -1.3935
H 2.5781 -0.1887 1.3403
H 3.3935 -0.7009 -0.1455
H 2.7117 0.9290 -0.0281

(four)
18
Properties=species:S:1:pos:R:3 method="wB97M-V/def2-TZVPD" e_lumo_ha=0.04227 smiles="C=CNC/C=C/C" spin_multiplicity=1 gap_ev=9.0 e_homo_ev=-7.87 molar_mass_g_mol=97.2
C -3.0389 -0.5171 0.3897
C -2.3025 0.5976 0.4313
N -1.1747 0.8460 -0.3255
C 0.0151 1.4276 0.2865
C 1.2079 0.5088 0.3485
C 1.3608 -0.6381 -0.2985
C 2.6881 -1.2921 -0.6384
H -2.7525 -1.4077 -0.1601
H -3.9756 -0.6120 0.9279
H -2.4520 1.2820 1.2617
H -1.0195 0.3115 -1.1631
H -0.1813 1.7803 1.2886
H 0.2279 2.3024 -0.3380
H 1.9427 0.7808 1.1048
H 0.5453 -0.9347 -0.9483
H 3.4651 -0.5976 -0.3479
H 2.7038 -1.5718 -1.6842
H 2.7403 -2.2661 -0.1351

Stability, descending: (three), (four), (one), (two)

(one)
18
Properties=species:S:1:pos:R:3 method="wB97M-V/def2-TZVPD" e_lumo_ha=0.03630 smiles=CCC[C@@H](C)C#N spin_multiplicity=1 gap_ev=11.5 e_homo_ev=-10.53 molar_mass_g_mol=97.2
C -2.0896 0.4926 -0.6799
C -1.3352 -0.6815 -0.0698
C 0.1280 -0.8913 -0.5282
C 0.9940 -0.3245 0.6370
C 2.3551 0.2472 0.2535
C 0.1600 0.8231 1.0560
N -0.3369 1.8574 0.8703
H -1.8010 1.3413 0.0033
H -1.7240 0.8512 -1.6498
H -3.1733 0.3319 -0.7054
H -1.1598 -0.3076 0.9948
H -1.9073 -1.5982 0.0806
H 0.3706 -1.9439 -0.7201
H 0.3679 -0.3154 -1.4357
H 1.0942 -1.0790 1.4262
H 2.9790 -0.5265 -0.2004
H 2.2129 1.0634 -0.4626
H 2.8656 0.6597 1.1303

(two)
18
Properties=species:S:1:pos:R:3 method="wB97M-V/def2-TZVPD" e_lumo_ha=0.03753 smiles="C=CC(N)=C(C)C" spin_multiplicity=1 gap_ev=8.7 e_homo_ev=-7.68 molar_mass_g_mol=97.2
C 2.1491 -0.7956 1.3860
C 0.8471 -0.9511 1.0501
C 0.2128 0.1737 0.2876
N 0.6830 1.5315 0.3401
C -0.7368 -0.0240 -0.6329
C -1.4043 1.1611 -1.4306
C -1.5059 -1.3087 -0.7002
H 2.8218 -1.5027 1.9209
H 2.7374 0.1173 0.9952
H 0.1744 -1.7846 1.2810
H 1.5114 1.4990 0.7021
H 0.3153 2.4070 0.2233
H -0.6394 1.9527 -1.5730
H -2.4242 1.5450 -1.1180
H -1.4618 0.7482 -2.4600
H -1.9769 -1.6414 -1.7241
H -0.8117 -2.1402 -0.3460
H -2.3999 -1.4532 -0.0426

Stability, descending: (one), (two)

(one)
18
Properties=species:S:1:pos:R:3 method="wB97M-V/def2-TZVPD" e_lumo_ha=0.03589 smiles="C=C/C(=C/C)NC" spin_multiplicity=1 gap_ev=8.3 e_homo_ev=-7.32 molar_mass_g_mol=97.2
C -1.2907 0.5774 1.9025
C -0.3961 -0.3341 1.5634
C 0.0873 -0.6206 0.1987
C -0.8091 -0.9395 -0.7787
C -1.0427 -0.4041 -2.1859
N 1.4166 -0.3619 -0.1210
C 2.0071 0.8583 0.4498
H -1.5271 0.8079 2.9320
H -1.6851 1.1740 1.0941
H 0.1727 -0.8659 2.3392
H -1.5230 -1.7140 -0.5464
H -1.1827 0.6766 -2.1375
H -1.9659 -0.8009 -2.5789
H -0.2136 -0.6871 -2.8379
H 1.5929 -0.8121 -1.0029
H 3.0337 1.0111 0.1304
H 1.8903 0.7323 1.5172
H 1.4353 1.7027 0.0617

(two)
18
Properties=species:S:1:pos:R:3 method="wB97M-V/def2-TZVPD" e_lumo_ha="0.02797 / 0.02797" spin_multiplicity=1 gap_ev="8.0 / 8.0" e_homo_ev="-7.19 / -7.19" molar_mass_g_mol=97.2
C 2.1875 0.3439 0.6163
C 1.5120 -0.7723 0.0226
C -0.8942 0.1285 -0.0120
C -1.9336 -0.8981 0.3802
C -1.1816 0.8607 -1.3131
C -0.2725 0.8936 0.9450
N 0.5181 1.4851 1.6013
H 2.5091 1.1581 -0.0261
H 2.8193 -0.7312 0.1082
H 2.5249 0.3322 1.6410
H 1.2503 -1.6159 0.6530
H 1.3699 -0.8552 -1.0465
H -1.6964 -1.3911 1.3277
H -2.9257 -0.4308 0.4903
H -2.0406 -1.6706 -0.3925
H -2.1557 1.3740 -1.2773
H -0.4239 1.6237 -1.5232
H -1.2201 0.1716 -2.1668

Stability, descending: (one), (two)

(one)
18
Properties=species:S:1:pos:R:3 method="wB97M-V/def2-TZVPD" charge=-1 e_lumo_ha=0.13983 spin_multiplicity=1 gap_ev=8.1 e_homo_ev=-4.33 molar_mass_g_mol=124.1
O -0.4329 0.2390 -1.5164
C 0.6795 0.6587 -1.1727
N 0.9090 1.4797 -0.1563
C 0.0983 1.3942 1.2957
O -0.1281 0.1438 1.5684
C 1.9110 0.2378 -1.9927
H 1.8819 1.5856 0.0780
H -0.8080 1.9611 1.0200
H 0.7950 1.9751 1.9236
H 1.6243 -0.5351 -2.6907
H 2.4464 1.1100 -2.3627
H 2.5744 -0.2908 -1.2953
H -0.8600 -2.1751 0.4729
H -0.3505 -1.4054 -0.7505
O -0.4041 -2.3094 -0.3713
H -1.5360 -0.4845 2.0090
H -2.5747 -0.8932 1.0666
O -2.3053 -1.1453 1.9617

(two)
18
Properties=species:S:1:pos:R:3 method="wB97M-V/def2-TZVPD" charge=-1 e_lumo_ha=0.14382 spin_multiplicity=1 gap_ev=8.4 e_homo_ev=-4.49 molar_mass_g_mol=124.1
O 0.5876 -3.1371 0.9069
C 0.5645 -2.2275 0.1745
C 1.4010 -1.0478 0.1825
N 1.1594 -0.1982 -0.9871
C -0.2971 0.2524 -1.0962
O -0.6809 0.6676 0.1024
H -0.3362 -2.0713 -0.4490
H 2.5813 -1.4018 0.0854
H 1.5422 -0.5422 1.2116
H 1.6488 0.7470 -0.7249
H -0.8733 -0.6583 -1.3943
H -0.5492 1.0284 -1.8726
H 0.4092 3.6142 0.0783
H 0.2296 1.8812 0.2256
O 0.8591 2.7916 0.0769
H -2.1514 0.2743 0.6183
H -3.0460 0.0216 1.9497
O -3.0488 0.0060 0.9121

Stability, descending: (one), (two)